Model one:
C3H3BrO | wB97M-V/def2-TZVPD

CARTESIAN COORDINATES (ANGSTROEM)
C 0.36 0.79 0.05
C -0.51 -0.40 0.26
Br -1.81 -0.38 1.63
C -0.02 -1.31 -0.54
O 0.33 -1.98 -1.42
H 1.33 0.59 0.51
H -0.18 1.66 0.56
H 0.50 1.03 -1.05

Its structure (SMILES) is CC(Br)=C=O. Its orbital gap is 8.835 eV.



Model two:
C3H3BrO | wB97M-V/def2-TZVPD

CARTESIAN COORDINATES (ANGSTROEM)
C 1.05 0.21 1.11
C 0.23 -0.49 0.31
C -1.40 -0.32 -1.39
O -0.47 0.28 -0.63
Br -1.93 1.03 -2.56
H 1.56 -0.39 1.78
H -0.12 -1.54 0.19
H 1.08 1.22 1.19

Its orbital gap is 9.513 eV.



Model three:
C3H3BrO | wB97M-V/def2-TZVPD

CARTESIAN COORDINATES (ANGSTROEM)
C 1.25 -0.02 -0.33
C -0.01 0.53 -0.12
C -0.66 0.19 1.05
O -1.17 -0.03 2.09
Br -2.56 -1.54 -1.19
H 1.92 0.26 -1.10
H 1.68 -0.71 0.29
H -0.45 1.33 -0.69

Its orbital gap (spin up / spin down) is 6.787 / 4.822 eV.



Of them, the most stable is model one and the least stable is model two.



Model one:
C3H9NOS | wB97M-V/def2-TZVPD

CARTESIAN COORDINATES (ANGSTROEM)
C 1.09 1.37 0.12
C 0.87 -1.06 -0.82
C 0.50 -0.02 0.21
N -1.93 -1.18 0.29
O -1.84 1.15 -0.70
S -1.33 0.19 0.25
H 2.10 1.39 0.44
H 1.02 1.79 -0.86
H 0.62 1.98 0.86
H 0.27 -0.87 -1.65
H 0.71 -2.06 -0.23
H 1.89 -1.10 -1.07
H 0.20 -1.06 1.77
H -2.77 -1.40 -0.23
H -1.39 0.87 1.62

Its orbital gap is 9.013 eV.



Model two:
C3H9NOS | wB97M-V/def2-TZVPD

CARTESIAN COORDINATES (ANGSTROEM)
C 2.74 1.72 -0.21
C -2.31 -1.23 0.46
C 1.82 0.59 0.05
N -2.69 -0.18 -0.48
O 1.32 -1.91 0.24
S 2.38 -0.94 -0.07
H 2.28 2.45 -0.88
H 2.98 2.24 0.72
H 3.66 1.36 -0.65
H -1.33 -1.62 0.18
H -2.25 -0.80 1.46
H -3.02 -2.07 0.50
H -2.76 -0.56 -1.41
H 0.79 0.78 0.32
H -3.61 0.18 -0.24

Its orbital gap is 9.228 eV.



Of them, the most stable is model two and the least stable is model one.



Model one:
CH3FIN | wB97M-V/def2-TZVPD

CARTESIAN COORDINATES (ANGSTROEM)
N -0.05 -0.30 -0.32
C 0.81 0.57 0.28
F 0.64 1.84 -0.18
I 2.98 -0.10 0.00
H -0.55 0.03 -1.09
H 0.02 -1.38 -0.38
H 0.71 0.71 1.43

Its structure (SMILES) is N[C@H](F)I. Its orbital gap is 9.626 eV.



Model two:
CH3FIN | wB97M-V/def2-TZVPD

CARTESIAN COORDINATES (ANGSTROEM)
H 0.26 -1.66 0.41
N 0.58 -0.94 1.09
C -0.18 0.04 1.29
I -2.20 0.26 0.20
H -0.09 0.93 1.87
F 0.42 0.89 -2.50
H 1.21 0.48 -2.36

Its structure (SMILES) is [H]/N=C\I.F. Its orbital gap is 9.672 eV.



Of them, the most stable is model one and the least stable is model two.



Model one:
C10H10N2 | wB97M-V/def2-TZVPD

CARTESIAN COORDINATES (ANGSTROEM)
C 1.18 0.33 0.47
C 1.30 -1.05 0.16
C 2.60 -1.46 -0.41
N 3.69 -0.71 -0.49
C 3.52 0.63 -0.18
C 2.32 1.10 0.37
H 0.31 0.83 0.60
H 0.48 -1.77 0.35
H 2.72 -2.53 -0.70
H 4.53 1.16 -0.23
H 2.16 2.14 0.59
C -2.25 1.17 -0.68
C -2.99 0.11 -1.04
C -2.86 -1.14 -0.27
N -2.26 -1.29 0.87
C -1.56 -0.10 1.13
C -1.41 1.03 0.38
H -2.63 2.23 -1.16
H -3.90 -0.12 -1.83
H -3.34 -2.10 -0.53
H -0.90 -0.29 1.97
H -0.70 1.83 0.65

Its structure (SMILES) is c1ccncc1.c1ccncc1. Its orbital gap is 10.002 eV.



Model two:
C10H10N2 | wB97M-V/def2-TZVPD

CARTESIAN COORDINATES (ANGSTROEM)
C 0.58 1.65 -0.55
C 1.33 0.47 -0.61
C 1.41 -0.37 0.49
C 0.73 -0.04 1.67
C -0.02 1.14 1.74
C -0.09 1.98 0.63
H 0.52 2.31 -1.42
H 1.86 0.21 -1.54
H 2.00 -1.30 0.44
H 0.79 -0.70 2.54
H -0.55 1.40 2.66
H -0.68 2.90 0.68
C -1.48 -0.26 -0.11
C -1.09 -0.01 -1.42
N -0.27 -0.83 -2.10
C 0.14 -1.91 -1.43
N -0.17 -2.26 -0.17
C -0.99 -1.42 0.48
H -2.15 0.42 0.43
H -1.44 0.88 -1.96
H 0.81 -2.59 -1.97
H -1.25 -1.69 1.51

Its structure (SMILES) is c1ccccc1.c1cncnc1. Its orbital gap is 9.661 eV.



Of them, the most stable is model two and the least stable is model one.



Model one:
C10H10N2 | wB97M-V/def2-TZVPD

CARTESIAN COORDINATES (ANGSTROEM)
C -5.28 -0.88 -0.11
C -4.02 -1.38 0.11
C -2.96 -0.52 0.24
N -3.01 0.89 -0.03
C -4.46 1.35 0.02
C -5.55 0.55 -0.15
H -6.20 -1.50 -0.59
H -3.90 -2.44 0.07
H -2.08 -0.98 0.42
H -4.41 2.54 0.17
H -6.55 0.86 -0.27
C 5.37 0.77 0.10
C 5.50 -0.62 -0.05
C 4.28 -1.27 -0.06
N 3.06 -0.85 -0.26
C 2.95 0.53 -0.31
C 4.11 1.29 0.00
H 6.39 1.47 0.45
H 6.49 -1.03 0.47
H 4.41 -2.38 0.18
H 1.98 1.09 -0.36
H 3.88 2.50 -0.02

Its structure (SMILES) is c1ccncc1.c1ccncc1. Its orbital gap is 9.857 eV.



Model two:
C10H10N2 | wB97M-V/def2-TZVPD

CARTESIAN COORDINATES (ANGSTROEM)
C -1.17 2.18 -1.19
C -1.34 -0.23 -1.82
C -1.00 -1.50 -1.71
C -0.22 -2.01 -0.52
C 0.31 -0.90 0.33
C 1.10 -1.30 1.47
C 1.71 -0.33 2.22
C 1.47 1.05 2.03
C 0.58 1.46 0.94
C -0.06 0.45 0.15
H -1.65 2.29 -0.36
H -0.42 2.68 -1.34
H -2.22 2.40 -1.99
H -2.11 0.18 -2.47
H -1.43 -2.27 -2.57
H 0.80 -3.49 0.34
H 1.70 -2.31 1.75
H 2.45 -0.24 2.86
H 1.69 1.89 2.41
H 0.57 2.60 0.94
N -0.81 0.67 -1.06
N 0.06 -3.28 -0.40

Its orbital gap is 7.869 eV.



Of them, the most stable is model one and the least stable is model two.



Model one:
C5H15N3 | wB97M-V/def2-TZVPD

CARTESIAN COORDINATES (ANGSTROEM)
C 2.65 -0.57 -0.19
C -2.71 0.57 0.72
C 1.66 2.02 -0.32
C -2.20 -0.69 -0.08
C -0.77 -0.56 -0.66
N 2.88 -1.83 0.02
N 1.50 0.05 0.00
N 0.19 -0.27 0.45
H 3.41 0.18 -0.28
H -2.91 0.23 1.78
H -2.13 1.53 0.57
H -3.82 0.83 0.41
H 0.61 2.35 -0.12
H 1.93 2.05 -1.41
H 2.50 2.24 0.38
H -2.96 -0.96 -0.82
H -2.25 -1.59 0.55
H -0.61 -1.53 -1.20
H -0.48 0.33 -1.23
H 3.74 -2.36 -0.22
H 2.32 -2.51 0.55
H -0.09 0.50 0.98
H 0.30 -1.13 1.14

The total charge is +2. Its orbital gap is 10.026 eV.



Model two:
C5H15N3 | wB97M-V/def2-TZVPD

CARTESIAN COORDINATES (ANGSTROEM)
C 2.29 0.57 0.81
N 1.50 -0.22 0.22
C 1.91 -1.53 -0.20
N 0.40 0.34 -0.22
C 0.26 1.67 -0.57
N -0.90 -0.42 0.11
C -1.68 0.18 1.23
C -1.76 -0.47 -1.12
H 1.99 1.45 1.28
H 3.32 0.40 0.68
H 1.34 -1.96 -1.11
H 2.98 -1.43 -0.51
H 2.06 -2.21 0.68
H -0.23 2.38 0.21
H 1.18 2.25 -0.78
H 0.07 1.80 -1.70
H -0.52 -1.33 0.44
H -1.19 0.05 2.19
H -1.77 1.20 1.05
H -2.61 -0.24 1.48
H -2.78 -0.87 -0.97
H -1.89 0.51 -1.53
H -1.39 -1.00 -1.93

The total charge is +2. Its structure (SMILES) is C=[N+](C)N(C)[NH+](C)C. Its orbital gap is 9.854 eV.



Of them, the most stable is model one and the least stable is model two.



Model one:
C4H10NO3 | wB97M-V/def2-TZVPD

CARTESIAN COORDINATES (ANGSTROEM)
O -0.40 0.81 -2.00
C -0.04 0.38 -0.94
O 1.07 0.76 -0.44
C -0.60 -0.81 -0.23
C 0.43 -1.55 0.60
C 0.40 -1.04 2.07
N -1.45 -1.69 -1.12
H -1.38 -0.31 0.29
H 1.53 -1.46 0.26
H 0.32 -2.61 0.68
H 0.65 0.11 1.98
H -0.51 -0.92 2.54
H 1.19 -1.40 2.63
H -0.89 -2.28 -1.79
H -2.12 -1.13 -1.69
H 0.02 2.80 0.46
H 1.11 2.10 1.38
O 0.47 2.81 1.46

The total charge is -1. Its orbital gap is 8.058 eV.



Model two:
C4H10NO3 | wB97M-V/def2-TZVPD

CARTESIAN COORDINATES (ANGSTROEM)
C 2.18 -0.93 0.05
C -1.71 1.43 0.20
C 1.30 0.31 0.00
C -1.64 -0.15 -0.09
N -0.43 -0.78 0.50
O -0.24 -1.91 -0.29
O -2.74 -0.59 0.81
O -1.83 -0.56 -1.32
H 2.46 -1.32 -0.98
H 3.12 -0.70 0.40
H 1.83 -1.81 0.60
H -2.78 1.58 0.64
H -0.95 1.68 0.94
H -1.66 1.92 -0.73
H 1.45 1.01 0.83
H 1.04 0.91 -0.81
H -2.90 -1.52 0.70
H -0.83 -1.58 -1.13

The total charge is -1. Its orbital gap (spin up / spin down) is 7.535 / 7.533 eV.



Of them, the most stable is model one and the least stable is model two.



Model one:
C38H59N6O8SSiSn | wB97M-V/def2-TZVPD

CARTESIAN COORDINATES (ANGSTROEM)
Sn 0.45 -1.16 0.32
C 5.99 -1.94 0.30
O 5.24 -1.24 -0.71
C 5.01 0.05 -0.28
C 5.92 1.03 -0.54
C 5.66 2.38 -0.28
C 4.58 2.72 0.52
C 3.73 1.74 1.05
C 2.81 2.08 2.20
N 2.12 1.15 2.80
N 1.15 1.25 3.64
C 0.17 0.33 3.84
O -0.38 -0.31 2.91
C -0.38 0.20 5.26
C -0.90 1.25 5.96
C -1.73 1.03 7.06
C -2.03 -0.27 7.45
C -1.50 -1.34 6.72
C -0.70 -1.11 5.62
C 3.70 0.45 0.30
O 2.69 -0.30 0.04
H 6.39 -2.87 -0.12
H 5.35 -2.16 1.17
H 6.87 -1.35 0.68
H 6.86 0.73 -1.02
H 6.33 3.16 -0.65
H 4.46 3.79 0.66
H 2.86 3.14 2.46
H -0.69 2.28 5.60
H -2.13 1.87 7.62
H -2.70 -0.48 8.28
H -1.78 -2.35 7.00
H -0.56 -1.92 4.91
N -1.66 -2.04 1.30
C -2.38 -3.22 0.81
C -1.75 -3.83 -0.45
C -1.82 -2.99 -1.74
C -0.46 -2.99 -2.47
N 0.29 -1.75 -2.16
H -1.41 -2.16 2.26
H -2.17 -1.18 1.19
H -3.45 -2.98 0.62
H -2.36 -3.98 1.57
H -2.34 -4.74 -0.64
H -0.71 -4.13 -0.25
H -2.14 -1.97 -1.52
H -2.53 -3.46 -2.45
H -0.58 -3.03 -3.56
H 0.12 -3.84 -2.18
H -0.20 -0.94 -2.58
H 1.24 -1.85 -2.52
O 3.49 -5.51 -5.21
C 3.52 -6.67 -4.45
N 3.45 -6.42 -3.02
C 2.98 -5.25 -2.50
O 2.66 -4.24 -3.16
C 2.86 -5.26 -1.01
C 2.62 -6.43 -0.27
C 2.25 -6.28 1.05
C 2.04 -4.99 1.54
N 2.19 -3.88 0.85
C 2.72 -4.03 -0.37
H 3.04 -4.80 -4.71
H 4.44 -7.24 -4.71
H 2.64 -7.32 -4.75
H 3.77 -7.12 -2.38
H 2.63 -7.39 -0.75
H 2.09 -7.13 1.71
H 1.76 -4.88 2.61
H 2.96 -3.13 -0.97
C -2.80 3.23 -3.92
C -2.94 1.79 -3.42
C -2.32 0.84 -4.43
C -4.35 1.37 -2.93
O -2.06 1.69 -2.25
Si -1.75 2.58 -0.88
S -0.45 1.39 0.37
O -0.98 3.96 -1.25
C -0.47 5.32 -1.21
C -1.28 6.23 -0.26
C -0.58 5.79 -2.69
C 0.99 5.23 -0.81
O -3.07 2.94 0.01
C -3.57 2.79 1.37
C -4.99 3.38 1.29
C -2.73 3.59 2.38
C -3.62 1.31 1.76
H -3.35 3.34 -4.85
H -1.78 3.49 -4.11
H -3.17 3.96 -3.18
H -2.83 0.89 -5.40
H -2.36 -0.18 -4.11
H -1.26 1.07 -4.61
H -5.10 1.49 -3.68
H -4.62 2.00 -2.07
H -4.36 0.31 -2.67
H -2.34 6.02 -0.39
H -1.12 7.30 -0.47
H -1.01 6.05 0.78
H -1.64 5.79 -3.02
H -0.07 5.07 -3.32
H -0.19 6.81 -2.73
H 1.13 4.79 0.15
H 1.44 6.21 -0.81
H 1.51 4.55 -1.54
H -4.94 4.43 0.96
H -5.43 3.24 2.30
H -5.63 2.86 0.58
H -2.60 4.65 2.16
H -1.74 3.16 2.51
H -3.27 3.56 3.32
H -4.10 0.76 0.95
H -4.26 1.23 2.66
H -2.62 0.96 1.96

The total charge is +1. Its orbital gap (spin up / spin down) is 4.866 / 5.119 eV.



Model two:
C38H59N6O8SSiSn | wB97M-V/def2-TZVPD

CARTESIAN COORDINATES (ANGSTROEM)
Sn 13.91 13.87 9.99
C 8.53 14.41 9.43
O 8.85 13.05 9.86
C 9.48 12.83 11.02
C 8.82 12.00 11.95
C 9.38 11.71 13.20
C 10.53 12.40 13.61
C 11.28 13.19 12.67
C 12.49 13.76 13.20
N 13.44 14.37 12.50
N 14.38 15.03 13.26
C 15.41 15.43 12.49
O 15.51 15.21 11.26
C 16.52 16.13 13.15
C 17.71 16.40 12.44
C 18.86 16.88 13.10
C 18.84 17.24 14.46
C 17.68 16.92 15.15
C 16.52 16.51 14.50
C 10.88 13.27 11.30
O 11.62 13.73 10.35
H 7.93 14.95 10.19
H 7.92 14.27 8.56
H 9.45 14.96 9.23
H 7.86 11.56 11.70
H 8.91 11.01 13.89
H 10.82 12.32 14.68
H 12.53 13.96 14.24
H 17.78 16.10 11.38
H 19.75 17.05 12.52
H 19.73 17.61 15.03
H 17.63 17.08 16.21
H 15.58 16.40 15.01
N 13.13 16.24 9.68
C 13.57 17.26 8.70
C 13.32 16.86 7.21
C 14.06 15.64 6.62
C 13.24 14.37 6.52
N 13.70 13.37 7.50
H 12.10 16.16 9.61
H 13.36 16.62 10.61
H 14.67 17.36 8.82
H 13.11 18.20 8.98
H 13.68 17.71 6.60
H 12.23 16.86 7.03
H 15.02 15.52 7.15
H 14.37 15.92 5.59
H 13.34 13.98 5.50
H 12.17 14.52 6.67
H 14.63 13.05 7.22
H 13.08 12.50 7.49
O 22.20 16.21 10.24
C 22.57 15.06 9.48
N 21.52 14.07 9.43
C 20.21 14.37 9.61
O 19.76 15.53 9.67
C 19.30 13.19 9.64
C 19.56 12.09 10.46
C 18.60 11.13 10.66
C 17.39 11.27 10.01
N 17.02 12.40 9.37
C 17.96 13.32 9.19
H 21.22 16.28 10.09
H 23.48 14.63 9.90
H 22.76 15.28 8.45
H 21.70 13.06 9.35
H 20.50 11.94 10.98
H 18.79 10.26 11.33
H 16.61 10.48 10.12
H 17.64 14.22 8.70
C 10.55 5.97 11.39
C 10.73 7.06 10.35
C 9.76 8.17 10.52
C 10.69 6.48 8.96
O 12.10 7.50 10.64
Si 13.15 8.51 9.87
S 12.32 10.33 9.24
O 14.36 8.76 10.95
C 15.38 8.03 11.74
C 16.42 7.53 10.75
C 14.65 6.87 12.47
C 15.83 9.14 12.75
O 13.79 7.68 8.56
C 14.24 8.09 7.21
C 14.93 6.85 6.70
C 15.27 9.22 7.38
C 13.06 8.47 6.31
H 9.62 5.41 11.21
H 10.46 6.44 12.39
H 11.47 5.34 11.35
H 8.75 7.77 10.42
H 9.94 8.97 9.78
H 9.88 8.61 11.53
H 9.73 5.97 8.83
H 11.52 5.84 8.76
H 10.70 7.32 8.24
H 15.91 6.83 10.10
H 17.25 7.03 11.29
H 16.90 8.38 10.22
H 14.29 6.16 11.74
H 13.75 7.25 13.05
H 15.36 6.36 13.15
H 15.98 10.13 12.25
H 16.82 8.90 13.22
H 15.05 9.20 13.55
H 15.88 6.72 7.21
H 15.16 6.98 5.64
H 14.34 5.95 6.87
H 16.06 8.87 8.06
H 14.81 10.13 7.79
H 15.71 9.49 6.40
H 12.32 7.64 6.31
H 13.44 8.64 5.28
H 12.58 9.41 6.66

The total charge is +1. Its orbital gap (spin up / spin down) is 5.108 / 5.508 eV.



Of them, the most stable is model two and the least stable is model one.



Model one:
C4H2O2 | wB97M-V/def2-TZVPD

CARTESIAN COORDINATES (ANGSTROEM)
C 1.60 -0.14 -0.54
C 0.92 0.70 0.00
C -0.45 0.92 0.48
O -1.01 1.86 0.97
C -1.01 -0.48 0.13
O -1.09 -1.37 0.93
H 2.20 -0.90 -1.00
H -1.16 -0.60 -0.96

Its structure (SMILES) is C#CC(=O)C=O. Its orbital gap is 9.612 eV.



Model two:
C4H2O2 | wB97M-V/def2-TZVPD

CARTESIAN COORDINATES (ANGSTROEM)
C 2.02 -0.28 -0.23
C 0.98 0.31 -0.12
C -0.37 0.81 0.04
O -0.70 1.97 0.07
C -1.38 -0.35 0.16
O -1.00 -1.49 0.10
H 2.91 -0.86 -0.33
H -2.45 -0.10 0.30

Its structure (SMILES) is C#CC(=O)C=O. Its orbital gap is 9.284 eV.



Of them, the most stable is model two and the least stable is model one.